[1]
# C3H4AlO4

A molecular structure, C3H4AlO4 in a non-equilibrium geometry (wB97M-V/def2-TZVPD, the Open Molecules 2025 dataset).

XYZ file:
```
12
Properties=species:S:1:pos:R:3:nbo_charge:R:1
C -0.613 -0.122 1.095 0.31
C 0.106 -1.214 0.306 -0.12
O 0.397 -0.642 -0.980 -0.36
C 0.083 0.617 -1.027 1.10
O 0.106 0.357 2.119 -0.05
O 0.206 1.300 -2.044 -0.92
O -0.405 1.097 0.072 -0.42
Al 0.744 1.184 -3.408 1.86
H -1.692 -0.229 1.247 0.37
H -0.522 -2.095 0.143 0.33
H 1.052 -1.486 0.785 0.31
H 0.538 1.234 1.692 0.59
```

Output
- Maximum force: 13.6 eV/A
- E_HOMO (spin up / spin down): -27.23 / -24.23 eV
- DFT total energy: -658.598901 hartree
- LUMO (spin up / spin down): -16.239 / -19.477 eV
- Energy relative to the best compared isomer or geometry (same formula, charge and spin): 0.5692 eV
- Charge: +3

[2]
# C4H12N3

A gas-phase ion, C4H12N3 (charge +1) in a non-equilibrium geometry (wB97M-V/def2-TZVPD, the Open Molecules 2025 dataset).

XYZ file:
```
19
Properties=species:S:1:pos:R:3:nbo_charge:R:1
N -1.081 -0.282 -2.802 -0.89
C -1.151 0.254 -1.492 0.01
C -0.054 0.356 -0.729 0.12
N 1.119 -0.437 -1.224 -0.71
C -0.101 0.707 0.723 -0.48
C 0.573 -0.200 1.760 -0.23
N -0.019 0.064 3.070 -0.82
H -1.369 0.464 -3.415 0.40
H -1.627 -1.125 -2.913 0.40
H -1.984 0.857 -1.132 0.22
H 1.517 -0.985 -0.459 0.45
H 0.741 -0.992 -2.007 0.47
H 1.797 0.205 -1.650 0.45
H -1.132 0.843 1.044 0.27
H 0.346 1.711 0.790 0.23
H 0.262 -1.226 1.520 0.18
H 1.658 -0.129 1.700 0.18
H -0.027 -0.800 3.601 0.38
H 0.532 0.717 3.614 0.37
```

Output
- Maximum force: 2.7 eV/A
- E_HOMO: -13.12 eV
- DFT total energy: -323.597520 hartree
- Structure (SMILES): N/C=C(\[NH3+])CCN
- LUMO: -3.406 eV
- Energy relative to the best compared isomer or geometry (same formula, charge and spin): 2.1972 eV
- Charge: +1

[3]
# C32H63FN2O14S5

10 unconnected molecules or ions with the total composition C32H63FN2O14S5 in a non-equilibrium geometry (wB97M-V/def2-TZVPD, the Open Molecules 2025 dataset).

XYZ file:
```
117
Properties=species:S:1:pos:R:3:lowdin_charge:R:1
C 2.053 1.869 6.348 0.01
C 3.151 2.364 5.419 -0.44
O 4.192 2.730 5.796 0.15
N 2.773 2.438 3.943 -0.04
H 2.710 1.395 3.797 0.06
H 1.781 3.060 3.732 0.12
C 3.825 3.012 3.072 -0.03
H 1.402 2.766 6.613 0.11
H 2.497 1.475 7.367 0.13
H 1.357 1.151 6.063 0.03
H 4.743 2.243 3.138 0.15
H 3.885 3.975 3.281 0.02
H 3.239 3.063 2.044 0.13
C 0.642 1.251 0.306 0.02
C -0.445 0.661 1.204 -0.29
O -1.338 -0.099 0.752 0.05
N -0.321 0.899 2.709 -0.01
H 0.597 0.511 3.075 0.05
H 0.030 1.937 3.007 0.13
C -1.335 0.338 3.611 -0.02
H 0.430 1.211 -0.741 0.04
H 1.543 0.573 0.232 0.08
H 0.846 2.382 0.475 0.12
H -1.256 -0.719 3.546 0.05
H -2.430 0.611 3.291 0.11
H -1.099 0.686 4.684 0.13
O 0.296 3.511 3.627 -0.44
H 0.436 4.055 2.725 0.02
O 2.069 0.060 3.156 -0.37
H 2.454 -0.863 3.002 -0.01
F -4.005 3.431 0.930 0.02
C -4.403 2.276 1.603 -0.25
C -4.320 0.940 1.158 -0.05
C -4.791 -0.203 1.890 -0.09
C -5.261 -0.003 3.212 -0.13
C -5.335 1.312 3.681 -0.08
C -4.946 2.472 2.871 0.00
H -3.680 0.554 0.217 0.12
H -4.612 -1.315 1.483 0.15
H -5.629 -0.841 3.964 0.14
H -5.711 1.387 4.665 0.08
H -5.156 3.441 3.310 0.11
C -2.260 -2.460 -1.600 -0.20
C -2.794 -1.222 -2.182 -0.36
C -4.119 -1.059 -2.083 -0.30
S -4.787 -2.645 -2.304 0.63
O -5.228 -2.678 -3.645 -0.28
O -5.658 -2.767 -1.193 -0.31
C -3.288 -3.510 -1.971 -0.20
H -2.247 -2.242 -0.508 0.11
H -1.227 -2.653 -1.757 0.08
H -2.804 -1.137 -3.181 0.09
H -2.149 -0.451 -1.866 0.11
H -4.488 -0.420 -2.975 0.17
H -4.404 -0.708 -1.102 0.08
H -3.155 -3.831 -3.065 0.13
H -3.252 -4.300 -1.098 0.15
C 4.503 -2.680 0.051 -0.20
C 5.308 -2.340 -1.171 -0.27
C 5.769 -1.016 -1.167 -0.22
S 4.607 -0.200 -0.071 0.68
O 3.861 0.758 -0.796 -0.30
O 5.349 0.251 1.088 -0.29
C 3.596 -1.534 0.304 -0.26
H 5.162 -2.771 0.955 0.15
H 3.835 -3.569 -0.041 0.13
H 4.718 -2.665 -2.020 0.12
H 6.102 -3.121 -1.237 0.14
H 5.830 -0.651 -2.118 0.09
H 6.735 -1.050 -0.887 0.09
H 2.718 -1.738 -0.190 0.09
H 3.364 -1.425 1.241 0.03
C -2.763 5.007 -2.624 -0.17
C -2.097 3.881 -1.891 -0.27
C -0.681 4.027 -2.142 -0.25
S -0.453 4.583 -3.839 0.61
O 0.043 3.508 -4.597 -0.29
O 0.388 5.714 -3.675 -0.30
C -2.113 4.997 -4.071 -0.21
H -2.458 5.720 -2.041 0.06
H -3.848 5.055 -2.552 0.13
H -2.265 2.586 -2.019 0.20
H -2.564 3.837 -0.958 0.06
H -0.216 3.122 -2.099 0.05
H -0.205 4.953 -1.635 0.15
H -2.604 4.156 -4.839 0.18
H -2.341 5.889 -4.550 0.07
C 1.202 0.359 -5.489 -0.24
C 2.423 -0.500 -5.763 -0.21
C 2.745 -1.256 -4.544 -0.24
S 1.268 -1.278 -3.585 0.72
O 1.589 -0.422 -2.515 -0.31
O 0.871 -2.757 -3.450 -0.37
C 0.148 -0.518 -4.788 -0.16
H 0.957 0.842 -6.305 0.07
H 1.321 1.221 -4.864 0.10
H 3.185 -0.051 -6.435 0.13
H 1.994 -1.319 -6.555 0.16
H 3.530 -0.885 -3.973 0.09
H 2.738 -2.256 -4.820 0.08
H -0.677 0.019 -4.392 0.10
H 0.070 -1.328 -5.513 0.11
C -0.591 -3.575 2.476 -0.23
C 0.691 -3.228 1.857 -0.37
C 0.806 -3.846 0.659 -0.24
S 0.001 -5.447 0.751 0.59
O 0.976 -6.450 0.751 -0.27
O -1.071 -5.450 -0.086 -0.25
C -0.483 -5.132 2.428 -0.23
H -1.601 -3.151 1.941 0.17
H -0.731 -3.173 3.571 0.15
H 1.441 -3.310 2.634 0.14
H 0.573 -2.093 1.819 0.13
H 1.707 -3.901 0.258 0.04
H 0.088 -3.135 0.026 0.16
H 0.127 -5.709 3.142 0.12
H -1.562 -5.412 2.578 0.12
```

Output
- Maximum force: 9.2 eV/A
- E_HOMO: -9.35 eV
- DFT total energy: -4510.156326 hartree
- LUMO: 0.251 eV
- Energy relative to the best compared isomer or geometry (same formula, charge and spin): 0.0000 eV
- Charge: 0

[4]
# C2H6ClN3

2 unconnected molecules or ions with the total composition C2H6ClN3 in a non-equilibrium geometry (wB97M-V/def2-TZVPD, the Open Molecules 2025 dataset).

XYZ file:
```
12
Properties=species:S:1:pos:R:3:nbo_charge:R:1
N 1.104 1.939 1.150 -0.68
C 1.475 1.101 0.392 0.65
N 2.051 0.596 -0.552 -0.53
Cl 2.749 -0.994 -0.613 0.14
H 0.273 2.545 1.185 0.43
C -1.087 -1.151 -0.547 -0.43
N -1.021 0.167 0.082 -0.84
H -1.662 -1.989 -0.066 0.17
H -1.393 -1.101 -1.605 0.20
H -0.021 -1.597 -0.659 0.20
H -0.496 0.061 0.955 0.35
H -1.971 0.423 0.276 0.36
```

Output
- Maximum force: 3.0 eV/A
- E_HOMO: -9.59 eV
- DFT total energy: -704.159675 hartree
- Structure (SMILES): N=C=NCl.CN
- LUMO: 0.167 eV
- Energy relative to the best compared isomer or geometry (same formula, charge and spin): 2.5548 eV
- Charge: 0

[5]
# C2H6N2O

2 unconnected molecules or ions with the total composition C2H6N2O in a non-equilibrium geometry (wB97M-V/def2-TZVPD, the Open Molecules 2025 dataset).

XYZ file:
```
11
Properties=species:S:1:pos:R:3:nbo_charge:R:1
N 0.005 -1.117 -1.662 -0.85
C 1.087 -1.789 -1.163 0.52
O 1.118 -2.118 0.006 -0.57
H -0.742 -1.098 -0.989 0.40
H 0.193 -0.203 -2.052 0.39
H 2.008 -1.948 -1.844 0.11
C -0.801 1.926 1.240 -0.07
N -0.602 0.743 1.661 -0.58
H -1.145 2.014 0.186 0.16
H -0.745 2.783 1.918 0.16
H -0.377 0.807 2.699 0.33
```

Output
- Maximum force: 1.9 eV/A
- E_HOMO: -9.76 eV
- DFT total energy: -264.515852 hartree
- Structure (SMILES): NC=O.C=N
- LUMO: 0.905 eV
- Energy relative to the best compared isomer or geometry (same formula, charge and spin): 1.9446 eV
- Charge: 0

[6]
# CH16O7

7 unconnected molecules or ions with the total composition CH16O7 in a non-equilibrium geometry (wB97M-V/def2-TZVPD, the Open Molecules 2025 dataset).

XYZ file:
```
24
Properties=species:S:1:pos:R:3:nbo_charge:R:1
O -0.299 0.556 0.648 -0.85
H -1.032 0.855 0.044 0.56
H 0.455 0.188 0.093 0.54
H -0.577 -0.184 1.247 0.57
C 2.756 -0.498 -0.601 -0.26
O 1.404 -0.821 -0.713 -1.00
H 3.260 -1.419 -0.316 0.15
H 3.003 0.144 0.277 0.10
H 2.897 -0.004 -1.516 0.16
O 1.079 -1.289 2.051 -0.98
H 1.475 -0.872 2.802 0.46
H 1.747 -1.150 1.318 0.51
O -2.828 1.845 0.974 -0.94
H -2.679 2.411 1.727 0.47
H -3.477 1.244 1.325 0.47
O -1.524 0.622 -1.902 -0.96
H -1.147 -0.159 -2.312 0.50
H -2.172 0.872 -2.548 0.49
O 0.987 1.496 -2.741 -0.97
H 0.135 1.356 -2.337 0.47
H 1.500 0.861 -2.218 0.48
O -1.658 -1.585 1.595 -0.94
H -2.028 -2.212 0.964 0.48
H -1.267 -2.264 2.132 0.49
```

Output
- Maximum force: 3.1 eV/A
- E_HOMO: -7.65 eV
- DFT total energy: -574.279889 hartree
- LUMO: 0.082 eV
- Energy relative to the best compared isomer or geometry (same formula, charge and spin): 2.6663 eV
- Charge: 0